*A*
The following is a DFT calculation (the ωB97M-V functional and the def2-TZVPD basis) of a 2-piece molecular cluster, C4H13N2O overall.

The geometry in ORCA input format:
```
! wB97M-V def2-TZVPD RIJCOSX def2/J DEFGRID3
* xyz 1 1
C -2.00 -1.10 0.54
C 1.30 -0.81 -1.33
C -0.70 -1.58 -0.08
C 0.43 2.59 1.33
N 1.27 3.38 1.97
N 0.01 -0.44 -0.73
O 0.71 1.46 0.96
H -2.52 -1.94 0.99
H -1.82 -0.36 1.31
H -2.66 -0.67 -0.22
H 1.94 -1.25 -0.57
H 1.15 -1.53 -2.14
H 1.78 0.08 -1.73
H -0.89 -2.35 -0.82
H -0.04 -1.98 0.69
H -0.56 3.03 1.14
H 1.00 4.30 2.29
H 2.20 3.05 2.20
H -0.61 -0.04 -1.44
H 0.18 0.32 0.00
*
```

Output
HOMO: -14.642 eV
LUMO level: -2.56 eV
HOMO-LUMO gap: 12.09 eV

=====

*B*
The following is a DFT calculation (the ωB97M-V functional and the def2-TZVPD basis) of a 2-piece molecular cluster, C4H13N2O overall.

The geometry in ORCA input format:
```
! wB97M-V def2-TZVPD RIJCOSX def2/J DEFGRID3
* xyz 1 1
C 2.21 -0.42 0.94
C 2.09 0.55 -0.23
C 0.72 0.31 -1.00
N -0.42 0.69 -0.25
C -1.61 0.72 -0.89
N -2.76 1.13 -0.32
H 1.34 -0.53 1.59
H 2.30 -1.52 0.60
H 3.10 -0.16 1.57
H 1.94 1.52 0.09
H 2.98 0.46 -0.85
H 0.64 0.81 -2.00
H 0.62 -0.80 -1.35
H -0.46 0.41 0.73
H -1.68 0.22 -1.89
H -3.69 1.21 -0.79
H -2.61 1.65 0.53
H -2.17 -2.36 0.80
H -0.94 -2.20 1.62
O -1.58 -1.71 1.11
*
```

Output
HOMO: -14.522 eV
LUMO level: -4.03 eV
HOMO-LUMO gap: 10.49 eV

=====

*C*
The following is a DFT calculation (the ωB97M-V functional and the def2-TZVPD basis) of a 2-piece molecular cluster, C4H13N2O overall.

The geometry in ORCA input format:
```
! wB97M-V def2-TZVPD RIJCOSX def2/J DEFGRID3
* xyz 1 1
C -2.34 -0.18 0.36
C -1.35 -0.22 -0.77
C -0.21 0.78 -0.67
N 0.92 -1.46 0.22
C 0.61 -0.53 1.15
N 0.35 0.79 0.67
H -2.27 -0.91 1.18
H -3.38 -0.25 0.02
H -2.35 0.81 0.83
H -0.91 -1.21 -0.99
H -1.87 0.09 -1.69
H 0.52 0.48 -1.44
H -0.47 1.81 -0.94
H 1.03 -2.41 0.61
H -0.36 -0.88 1.63
H 1.40 -0.49 1.93
H 1.28 1.23 0.62
H 2.76 0.17 -1.03
H 3.77 1.26 -0.68
O 2.87 1.13 -1.01
*
```

Output
HOMO: -14.781 eV
LUMO level: -8.43 eV
HOMO-LUMO gap: 6.35 eV

=====

Each structure's energy above the most stable one, in hartree: *A* 0.0000; *B* 0.0553; *C* 0.2289.

=====

*A*
The following is a DFT calculation (the ωB97M-V functional and the def2-TZVPD basis) of a 2-piece molecular cluster, C5H13NO2 overall.

The geometry in ORCA input format:
```
! wB97M-V def2-TZVPD RIJCOSX def2/J DEFGRID3
* xyz 0 1
C 0.79 -1.57 0.45
C 1.08 0.44 -0.99
C 1.08 -0.91 -0.84
N 1.48 1.31 0.04
O 1.22 1.00 -2.24
O 0.92 -1.66 -2.01
H 1.02 0.32 -2.90
H 0.56 -2.52 -1.78
H 1.56 2.26 -0.31
H 2.32 1.03 0.53
H 1.42 -2.46 0.60
H 0.96 -0.91 1.29
H -0.32 -1.76 0.46
C -1.91 0.48 0.25
C -1.64 0.83 1.70
H -1.33 -0.06 2.26
H -0.82 1.54 1.77
H -2.62 -0.34 0.17
H -2.38 1.33 -0.25
H -0.89 0.39 -0.37
H -2.52 1.26 2.19
*
```

Output
SMILES: C/C(O)=C(\N)O.CC
HOMO: -7.447 eV
LUMO level: 0.72 eV
HOMO-LUMO gap: 8.16 eV

=====

*B*
The following is a DFT calculation (the ωB97M-V functional and the def2-TZVPD basis) of a 2-piece molecular cluster, C5H13NO2 overall.

The geometry in ORCA input format:
```
! wB97M-V def2-TZVPD RIJCOSX def2/J DEFGRID3
* xyz 0 1
C 0.50 -0.26 1.12
C 0.51 -1.09 2.39
C -0.96 0.39 0.92
N 1.53 0.75 1.20
O 0.78 -1.10 0.04
H 1.19 -0.56 -0.66
H 1.39 1.36 2.00
H 1.55 1.32 0.35
H -0.14 -1.95 2.25
H 0.17 -0.50 3.24
H 1.52 -1.44 2.59
H -1.01 1.12 0.11
H -1.68 -0.41 0.78
H -1.21 0.93 1.83
C -0.99 -0.30 -2.61
C -0.09 0.88 -2.52
O 0.99 0.90 -1.97
H -0.41 1.74 -3.13
H -0.91 -0.74 -3.60
H -0.72 -1.04 -1.86
H -2.03 0.02 -2.47
*
```

Output
SMILES: CC(C)(N)O.CC=O
HOMO: -9.020 eV
LUMO level: 0.82 eV
HOMO-LUMO gap: 9.84 eV

=====

*C*
The following is a DFT calculation (the ωB97M-V functional and the def2-TZVPD basis) of a 2-piece molecular cluster, C5H13NO2 overall.

The geometry in ORCA input format:
```
! wB97M-V def2-TZVPD RIJCOSX def2/J DEFGRID3
* xyz 0 1
O 1.50 -1.48 1.12
C 1.08 -0.54 1.80
N 0.23 0.42 1.31
C -0.06 0.19 -0.10
C -1.26 1.08 -0.36
C -2.35 0.22 0.34
C -1.70 1.20 -1.80
H 1.11 -0.61 2.93
H -0.26 0.97 1.92
H 0.93 0.27 -0.56
H -0.37 -0.90 -0.33
H -1.17 2.08 0.14
H -2.11 -0.83 0.14
H -2.46 0.15 1.49
H -3.36 0.44 -0.05
H -1.11 1.98 -2.21
H -2.75 1.47 -1.82
H -1.51 0.17 -2.39
H 3.42 -0.72 -1.63
H 2.08 -0.88 -0.92
O 2.46 -0.95 -1.77
*
```

Output
SMILES: CC(C)CNC=O.O
HOMO: -9.964 eV
LUMO level: 0.82 eV
HOMO-LUMO gap: 10.78 eV

=====

*D*
The following is a DFT calculation (the ωB97M-V functional and the def2-TZVPD basis) of one molecule with the formula C5H13NO2.

The geometry in ORCA input format:
```
! wB97M-V def2-TZVPD RIJCOSX def2/J DEFGRID3
* xyz 0 1
C -0.04 1.45 -0.26
N -0.89 1.06 -1.37
C -0.74 -0.22 -1.98
O -1.27 -0.20 -3.30
C -0.22 0.72 1.06
C 0.24 -0.73 1.09
C 1.68 -0.87 1.56
O -0.63 -1.40 2.03
H 1.00 1.33 -0.60
H -0.18 2.53 -0.13
H -1.85 1.34 -1.27
H 0.34 -0.44 -2.04
H -1.30 -1.01 -1.48
H -1.01 0.66 -3.67
H -1.26 0.78 1.37
H 0.37 1.26 1.81
H 0.12 -1.21 0.12
H 1.79 -0.29 2.49
H 2.43 -0.53 0.85
H 1.91 -1.90 1.80
H -0.51 -2.35 1.91
*
```

Output
SMILES: C[C@@H](O)CCNCO
HOMO: -8.958 eV
LUMO level: 0.86 eV
HOMO-LUMO gap: 9.81 eV

=====

Each structure's energy above the most stable one, in hartree: *A* 0.0379; *B* 0.0000; *C* 0.0318; *D* 0.0105.

=====

*A*
The following is a DFT calculation (the ωB97M-V functional and the def2-TZVPD basis) of a 2-piece molecular cluster, C5H13NO2 overall.

The geometry in ORCA input format:
```
! wB97M-V def2-TZVPD RIJCOSX def2/J DEFGRID3
* xyz 0 1
N 0.02 0.71 -0.90
C -1.01 -0.26 -1.38
C -1.06 -1.38 -0.39
C 0.09 -0.99 0.59
C 0.91 -0.21 -0.21
C 2.13 0.51 0.43
O 3.27 -0.42 0.63
H -0.50 1.24 -0.17
H -1.94 0.33 -1.64
H -0.55 -0.63 -2.34
H -1.94 -1.61 0.17
H -0.79 -2.39 -0.82
H 0.50 -1.95 0.98
H -0.27 -0.31 1.45
H 1.41 -0.84 -1.04
H 1.81 0.96 1.41
H 2.49 1.33 -0.22
H 4.03 -0.03 1.04
H -3.31 1.54 1.26
H -2.70 2.69 0.49
O -2.58 1.72 0.67
*
```

Output
SMILES: OC[C@H]1CCCN1.O
HOMO: -9.087 eV
LUMO level: 0.47 eV
HOMO-LUMO gap: 9.56 eV

=====

*B*
The following is a DFT calculation (the ωB97M-V functional and the def2-TZVPD basis) of a 2-piece molecular cluster, C5H13NO2 overall.

The geometry in ORCA input format:
```
! wB97M-V def2-TZVPD RIJCOSX def2/J DEFGRID3
* xyz 0 1
O -0.01 -1.24 0.28
C 0.30 -0.08 0.37
N -0.66 0.88 0.23
C 2.46 0.05 -0.84
C -2.92 1.97 0.03
C 1.70 0.43 0.47
C -2.08 0.69 0.34
H -0.44 1.87 0.40
H 2.34 -1.03 -1.00
H 3.54 0.27 -0.70
H 2.11 0.59 -1.73
H -2.76 2.31 -1.01
H -2.67 2.80 0.71
H -3.98 1.71 0.16
H 1.69 1.54 0.41
H 2.19 0.15 1.42
H -2.23 0.25 1.35
H -2.44 -0.06 -0.40
O 1.00 -4.61 -0.01
H 1.80 -4.85 -0.54
H 1.05 -3.63 0.07
*
```

Output
SMILES: CCNC(=O)CC.O
HOMO: -9.722 eV
LUMO level: 0.81 eV
HOMO-LUMO gap: 10.53 eV

=====

Each structure's energy above the most stable one, in hartree: *A* 0.0615; *B* 0.0000.

=====

*A*
The following is a DFT calculation (the ωB97M-V functional and the def2-TZVPD basis) of one molecule with the formula C5H13NO2.

The geometry in ORCA input format:
```
! wB97M-V def2-TZVPD RIJCOSX def2/J DEFGRID3
* xyz 0 1
C -0.18 -0.61 -0.10
C -1.71 -1.30 -0.22
C -0.51 0.65 0.68
C 0.33 -0.43 -1.53
C 1.80 1.82 0.16
N 0.74 1.49 1.08
O 0.66 -1.48 0.62
O -2.10 -1.80 1.04
H 1.49 -1.04 0.85
H -3.02 -2.09 1.14
H 1.08 1.30 2.02
H -1.63 -2.17 -0.89
H -2.48 -0.66 -0.65
H -0.97 0.41 1.64
H -1.15 1.32 0.10
H 0.16 -1.34 -2.10
H 1.41 -0.27 -1.56
H -0.18 0.39 -2.04
H 2.33 2.72 0.50
H 2.54 1.02 0.09
H 1.41 2.07 -0.83
*
```

Output
SMILES: CNC[C@@](C)(O)CO
HOMO: -8.365 eV
LUMO level: 0.84 eV
HOMO-LUMO gap: 9.20 eV

=====

*B*
The following is a DFT calculation (the ωB97M-V functional and the def2-TZVPD basis) of a 2-piece molecular cluster, C5H13NO2 overall.

The geometry in ORCA input format:
```
! wB97M-V def2-TZVPD RIJCOSX def2/J DEFGRID3
* xyz 0 1
C 1.66 -0.24 -1.33
N 1.45 -0.41 0.07
C 0.45 0.31 0.80
C -1.04 -0.01 0.47
C -1.96 1.11 0.87
O -2.17 2.07 0.18
C 0.70 0.05 2.30
H 0.89 0.39 -1.77
H 1.49 -1.15 -1.91
H 2.63 0.22 -1.49
H 1.51 -1.38 0.34
H 0.53 1.37 0.61
H -1.06 -0.05 -0.62
H -1.38 -0.96 0.88
H -2.46 0.94 1.85
H 1.20 -0.90 2.50
H 1.36 0.82 2.68
H -0.25 0.15 2.82
H -0.61 -0.76 -2.52
H -1.47 -0.71 -3.85
O -1.48 -0.86 -2.91
*
```

Output
SMILES: CN[C@H](C)CC=O.O
HOMO: -8.797 eV
LUMO level: 0.79 eV
HOMO-LUMO gap: 9.59 eV

=====

Each structure's energy above the most stable one, in hartree: *A* 0.0107; *B* 0.0000.

=====

*A*
The following is a DFT calculation (the ωB97M-V functional and the def2-TZVPD basis) of C5H13NO2 as an isolated structure.

The geometry in ORCA input format:
```
! wB97M-V def2-TZVPD RIJCOSX def2/J DEFGRID3
* xyz 0 1
C -1.46 -1.05 -0.34
C 0.45 0.15 0.55
C 0.46 -0.87 -0.43
C -2.40 0.11 -0.20
C 0.38 1.60 0.18
N 3.10 0.45 -0.25
O 2.31 -0.32 0.67
O -1.72 -2.08 0.57
H -1.72 -1.72 1.47
H -1.54 -1.49 -1.34
H 0.14 -0.12 1.55
H 3.82 0.88 0.32
H 3.58 -0.22 -0.85
H 0.72 -1.88 -0.13
H 0.69 -0.57 -1.45
H -2.37 0.55 0.80
H -3.44 -0.23 -0.36
H -2.20 0.88 -0.95
H -0.37 2.15 0.75
H 0.19 1.75 -0.89
H 1.38 2.02 0.34
*
```

Output
HOMO: -7.626 eV
LUMO level: 0.89 eV
HOMO-LUMO gap: 8.52 eV

=====

*B*
The following is a DFT calculation (the ωB97M-V functional and the def2-TZVPD basis) of one molecule with the formula C5H13NO2.

The geometry in ORCA input format:
```
! wB97M-V def2-TZVPD RIJCOSX def2/J DEFGRID3
* xyz 0 1
C -0.58 -0.74 -0.34
C 0.62 0.20 -0.03
C 1.94 -0.40 -0.58
C -2.17 1.16 -0.13
C 0.77 0.51 1.46
N -1.94 -0.26 -0.21
O -0.54 -1.89 0.49
O 2.10 -0.10 -1.96
H 0.32 -2.31 0.40
H 1.36 -0.48 -2.46
H -2.34 -0.74 0.59
H -0.48 -1.10 -1.37
H 0.48 1.15 -0.57
H 2.80 0.03 -0.07
H 1.99 -1.48 -0.45
H -1.83 1.58 0.82
H -3.24 1.35 -0.19
H -1.70 1.71 -0.96
H 0.58 -0.37 2.09
H 1.77 0.88 1.70
H 0.07 1.29 1.77
*
```

Output
SMILES: CN[C@H](O)[C@@H](C)CO
HOMO: -8.806 eV
LUMO level: 0.79 eV
HOMO-LUMO gap: 9.59 eV

=====

Each structure's energy above the most stable one, in hartree: *A* 0.1544; *B* 0.0000.

=====

*A*
The following is a DFT calculation (the ωB97M-V functional and the def2-TZVPD basis) of C5H13NO2 as an isolated structure.

The geometry in ORCA input format:
```
! wB97M-V def2-TZVPD RIJCOSX def2/J DEFGRID3
* xyz 0 1
C 0.90 -0.45 -1.22
C 1.16 1.05 -1.30
C -0.07 -0.93 -2.31
C 0.43 -0.87 0.18
O 1.07 -0.46 1.19
H 1.86 -0.97 -1.35
H 0.15 -1.95 0.17
H 1.61 1.32 -2.25
H -0.18 -2.02 -2.27
H 0.22 1.61 -1.22
H 1.82 1.36 -0.50
H -1.06 -0.49 -2.14
H 0.29 -0.66 -3.30
C -1.27 -0.04 2.39
N -0.63 1.05 2.86
O -1.27 -0.24 0.43
H -1.25 0.68 0.15
H 0.38 1.01 2.79
H -1.04 1.96 2.68
H -2.35 0.01 2.41
H -0.77 -0.97 2.62
*
```

Output
HOMO: -8.191 eV
LUMO level: 0.72 eV
HOMO-LUMO gap: 8.91 eV

=====

*B*
The following is a DFT calculation (the ωB97M-V functional and the def2-TZVPD basis) of a 3-piece molecular cluster, C5H13NO2 overall.

The geometry in ORCA input format:
```
! wB97M-V def2-TZVPD RIJCOSX def2/J DEFGRID3
* xyz 0 1
N -2.00 0.38 0.21
C -1.32 1.39 -0.63
C 1.71 -1.18 -0.88
C 2.14 0.11 -0.94
C 1.13 1.15 -0.94
C -0.14 0.77 -1.36
H -1.79 0.54 1.20
H -3.00 0.44 0.12
H -0.90 2.13 0.06
H -2.04 1.91 -1.25
H 2.31 -2.06 -1.04
H 0.57 -1.06 -0.99
H 3.18 0.40 -0.93
H 1.27 2.22 -0.87
H -0.35 0.58 -2.41
H 0.43 0.10 1.24
H 1.22 0.06 2.50
O 0.31 0.16 2.19
H -1.42 -1.45 0.72
H -1.31 -3.04 0.81
O -1.09 -2.21 1.23
*
```

Output
SMILES: C=C/C=C/CN.O.O
HOMO: -8.178 eV
LUMO level: -0.26 eV
HOMO-LUMO gap: 7.92 eV

=====

Each structure's energy above the most stable one, in hartree: *A* 0.0000; *B* 0.0556.